Entry 1:
ORCA calculation (the ωB97M-V functional and the def2-TZVPD basis) on a cluster of 2 separate species, C5H11NO in total in a non-equilibrium geometry.

XYZ file:
```
18
Properties=species:S:1:pos:R:3:forces:R:3:lowdin_charge:R:1
N -0.840 -0.360 2.510 0.0 1.0 -0.4 -0.007
C -1.479 0.290 1.345 -1.4 -1.3 -0.1 -0.291
C 1.154 1.130 -2.259 -1.1 0.4 -1.0 -0.007
C 0.233 0.167 -2.142 0.7 0.9 0.4 -0.182
C -0.835 0.146 -1.126 -0.3 0.1 -0.5 -0.118
C -0.603 0.459 0.151 -0.6 1.6 -0.3 -0.150
H -0.521 -1.241 2.122 0.5 0.0 0.4 0.055
H -0.042 0.184 2.823 0.1 -0.3 0.0 0.057
H -2.264 -0.461 1.176 -0.1 0.4 -0.7 0.112
H -2.040 1.211 1.532 0.5 0.1 0.6 0.112
H 1.960 1.069 -2.979 0.0 -0.1 0.1 0.051
H 0.848 2.131 -1.964 0.6 -0.1 0.7 0.064
H 0.323 -0.694 -2.778 0.0 -0.6 0.1 0.094
H -1.826 -0.059 -1.516 -0.1 -1.2 0.4 0.110
H 0.114 1.280 0.247 1.2 -1.0 0.5 0.117
H 2.387 -1.291 1.417 0.0 -0.2 0.0 0.039
H 1.641 -0.614 0.302 -0.2 -0.3 -0.1 0.007
O 1.782 -1.489 0.694 0.2 0.4 0.1 -0.064
```
Forces are in eV/Å.

Computed properties:
Energy above the lowest of the compared OMol25 structures with the same formula, charge and spin = 71.94 kcal/mol
E_LUMO = 0.65 eV
Structure (SMILES) = C=C/C=C/CN.O
DFT total energy = -327.01670 Ha
E_HOMO = -8.9 eV

***

Entry 2:
ORCA calculation (the ωB97M-V functional and the def2-TZVPD basis) on a structure of composition CH2CrO4 in a non-equilibrium geometry.

XYZ file:
```
8
Properties=species:S:1:pos:R:3:forces:R:3:lowdin_charge:R:1
O -0.234 -1.444 0.268 0.9 0.4 1.2 -0.165
C -0.092 -1.499 -1.042 -3.5 0.0 -2.6 -0.875
O 0.949 -0.805 -1.453 1.3 0.5 0.9 -0.161
O -0.986 -1.896 -1.806 1.8 -0.2 1.3 0.026
Cr 1.032 0.005 0.325 -0.5 -2.8 -1.7 1.019
H 0.407 2.534 0.466 0.3 -0.6 0.4 0.130
O 0.887 1.830 0.952 -0.3 2.3 0.5 -0.075
H 1.036 2.142 1.852 0.0 0.2 0.0 0.101
```
Forces are in eV/Å.

Computed properties:
Energy above the lowest of the compared OMol25 structures with the same formula, charge and spin = 0.00 kcal/mol
⟨S²⟩ = 6.046
E_LUMO (spin up / spin down) = -1.28 / -1.50 eV
2S+1 = 5
DFT total energy = -1384.72286 Ha
E_HOMO (spin up / spin down) = -8.6 / -8.6 eV

***

What is the formula in the second record? CH2CrO4